Record 1
{"formula": "C4H4N2S2", "method": "ωB97M-V/def2-TZVPD", "elements": ["S", "C", "C", "C", "N", "C", "S", "N", "H", "H", "H", "H"], "positions_angstrom": [[2.7262, -1.5050, -0.0717], [1.2960, -0.6974, -0.0118], [1.3567, 0.7884, 0.0063], [0.2520, 1.4979, 0.0008], [-0.9320, 0.7546, -0.2867], [-1.0093, -0.6487, -0.1487], [-2.5815, -1.3260, -0.0064], [0.0879, -1.3172, -0.1944], [2.3908, 1.0849, 0.1422], [0.1791, 2.5815, 0.2954], [-1.7705, 1.2789, -0.0942], [-1.9953, -2.4919, 0.3694]], "atomic_forces_ev_per_a": [[-0.2, -0.3, 0.3], [0.6, 1.0, -1.8], [1.5, -1.8, 0.9], [-1.3, 0.1, 0.0], [-0.8, 0.5, 1.3], [2.3, 3.1, -0.9], [-0.1, -0.8, 0.1], [-0.8, -1.2, 1.2], [-0.4, 0.7, 0.1], [-0.2, -1.3, -0.9], [-0.2, -0.2, -0.1], [-0.5, 0.2, -0.2]], "lowdin_charge": [0.643, -0.846, -0.134, -0.081, 0.025, -0.751, 0.863, 0.020, 0.083, 0.143, 0.113, -0.077], "de_lowest_kcal_mol": 26.94, "homo_lumo_gap_ev": 8.0, "max_force_ev_per_a": 3.95, "smiles": "S=c1cc[nH]c(S)n1", "e_tot_ev": -28862.3707}

=====

Record 2
{"formula": "C11H20BrN2O", "method": "ωB97M-V/def2-TZVPD", "elements": ["C", "C", "C", "Br", "C", "C", "C", "C", "N", "N", "H", "H", "H", "H", "H", "H", "H", "H", "H", "H", "C", "C", "O", "C", "C", "H", "H", "H", "H", "H", "H", "H", "H", "H", "H"], "positions_angstrom": [[-2.1601, -2.7006, -2.7147], [-1.8907, -1.1796, -2.1579], [-0.6102, -1.0573, -1.1230], [1.0172, -1.6248, -2.1373], [-0.9198, -2.0033, 0.2257], [0.4296, -2.5516, 0.9612], [-0.0036, -3.5245, 2.2574], [-1.6300, -3.6191, 2.3750], [-2.6932, -2.9641, 1.5632], [-2.3545, -2.1737, 0.5123], [-1.2559, -3.4357, -2.6080], [-2.4912, -2.7396, -3.8599], [-3.0611, -3.2023, -2.1187], [-2.8999, -0.7600, -1.6819], [-1.6503, -0.4309, -3.0559], [-0.5130, 0.0689, -0.7403], [1.5416, -2.3427, 0.6649], [0.7869, -4.0474, 2.9582], [-2.0271, -4.3257, 3.2529], [-3.7229, -3.1070, 1.7909], [2.2322, 1.6477, 1.3537], [2.4428, 2.1674, -0.0582], [1.2565, 2.6856, -0.6541], [0.6547, 3.8034, -0.0063], [1.5535, 5.0267, 0.0465], [1.4043, 0.9323, 1.3833], [3.1386, 1.1562, 1.7195], [1.9884, 2.4587, 2.0456], [2.7688, 1.3354, -0.6908], [3.2435, 2.9134, -0.0911], [0.3094, 3.5228, 0.9938], [-0.2405, 4.0521, -0.5856], [2.4227, 4.8576, 0.6873], [1.0064, 5.8859, 0.4448], [1.9268, 5.2758, -0.9525]], "atomic_forces_ev_per_a": [[-0.9, -0.7, -0.1], [-0.2, 0.7, -0.8], [-2.7, 0.2, 0.9], [-1.0, 0.4, 1.1], [0.9, -0.2, 0.0], [-5.2, -2.5, 3.3], [-2.9, 3.4, -4.5], [0.9, -0.3, 0.5], [5.5, -1.2, 1.4], [4.4, -0.6, 0.6], [-1.5, 1.6, -0.2], [0.8, 0.4, 2.6], [1.9, 1.2, -1.2], [2.4, -0.9, -0.7], [-0.4, -1.8, 2.0], [0.1, -2.5, -1.0], [-2.5, -0.3, 0.4], [-2.2, 1.0, -1.4], [0.7, 1.8, -2.2], [1.8, 0.3, -0.5], [0.0, 0.2, 0.2], [-0.1, 0.0, -0.1], [-0.1, -0.3, -0.1], [0.0, 0.2, -0.1], [0.2, 0.0, 0.0], [0.0, 0.0, 0.0], [-0.1, 0.1, -0.1], [0.1, -0.1, 0.0], [-0.2, 0.2, -0.1], [0.0, 0.0, 0.1], [0.1, 0.0, 0.1], [0.2, -0.2, 0.0], [-0.1, 0.1, 0.0], [0.0, -0.1, -0.1], [-0.1, 0.0, 0.1]], "lowdin_charge": [-0.162, -0.303, -0.607, 0.690, -0.125, 0.089, 0.071, 0.042, 0.011, 0.100, 0.058, 0.100, 0.077, 0.120, 0.125, 0.128, 0.108, 0.131, 0.147, 0.199, -0.082, -0.276, -0.178, -0.279, -0.077, 0.061, 0.080, 0.071, 0.109, 0.112, 0.105, 0.119, 0.068, 0.082, 0.087], "total_charge": 1, "de_lowest_kcal_mol": 168.78, "homo_lumo_gap_ev": 6.1, "max_force_ev_per_a": 6.63, "e_tot_ev": -86786.6626}

=====

Record 3
{"formula": "H2N3O", "method": "ωB97M-V/def2-TZVPD", "elements": ["N", "N", "N", "O", "H", "H"], "positions_angstrom": [[-0.8527, -0.0064, 0.5655], [-0.6570, 1.8548, -0.7607], [-0.6584, 0.9678, -0.0382], [0.8476, -1.4283, 0.1908], [1.2234, -0.8134, -0.4798], [0.0971, -0.5745, 0.5224]], "atomic_forces_ev_per_a": [[-6.0, -4.0, 3.6], [-2.1, 5.3, -4.5], [4.8, 1.7, 0.6], [1.6, 0.3, -1.2], [0.2, -1.0, 0.3], [1.4, -2.4, 1.1]], "lowdin_charge": [0.022, -0.022, -0.453, -0.343, -0.045, -0.160], "total_charge": -1, "spin_multiplicity": 3, "s2": 2.02, "de_lowest_kcal_mol": 37.07, "homo_lumo_gap_ev": [5.2, 6.8], "max_force_ev_per_a": 8.04, "e_tot_ev": -6544.2742}

=====

Record 4
{"formula": "C2H3NO2S", "method": "ωB97M-V/def2-TZVPD", "elements": ["C", "C", "N", "O", "O", "S", "H", "H", "H"], "positions_angstrom": [[-0.4363, 0.1990, -0.8100], [1.1460, 0.7681, 0.9273], [1.7006, 0.2195, 1.8945], [-2.0762, -1.4522, -2.1819], [-1.2944, -0.3383, 0.1164], [-1.0012, -1.3912, -1.2037], [-0.7019, 0.9840, -1.3558], [0.9992, 1.8029, 0.7407], [1.6642, -0.7917, 1.8725]], "atomic_forces_ev_per_a": [[-0.5, -4.2, 0.4], [1.4, -1.5, 2.2], [-0.6, 1.1, -1.0], [0.2, 0.2, 0.4], [0.1, 0.5, 0.3], [0.2, -0.6, -0.4], [-0.9, 3.7, -2.0], [0.0, 1.3, -0.1], [0.2, -0.5, 0.2]], "lowdin_charge": [-0.362, -0.070, 0.055, -0.464, -0.276, 0.988, 0.036, 0.045, 0.047], "spin_multiplicity": 3, "s2": 2.01, "de_lowest_kcal_mol": 80.88, "homo_lumo_gap_ev": [7.7, 9.0], "max_force_ev_per_a": 4.36, "e_tot_ev": -18535.5702}